Version P
C2H4O3 | wB97M-V/def2-TZVPD

The total charge is 0. The calculation puts the LUMO energy at 0.75 eV. Its frontier orbital gap is 0.40989 Ha. The value obtained for the HOMO energy is -0.382 Ha. As for the spin multiplicity: 1.

CARTESIAN COORDINATES (ANGSTROEM)
1 C -1.235 -0.453 0.021
2 C 0.573 0.102 0.061
3 O 0.695 1.350 -0.384
4 O 1.399 -0.866 -0.553
5 O 1.551 -0.437 0.815
6 H -1.466 -0.436 -1.062
7 H -1.767 0.379 0.451
8 H -1.349 -1.224 0.798
9 H 1.599 1.585 -0.147

Version Q
C2H4O3 | wB97M-V/def2-TZVPD

The total charge is 0. The calculation puts the LUMO energy at 0.82 eV. Its frontier orbital gap is 0.42697 Ha. The value obtained for the HOMO energy is -0.397 Ha. As for the spin multiplicity: 1.

CARTESIAN COORDINATES (ANGSTROEM)
1 C -0.341 -0.575 0.303
2 C 1.824 1.620 -1.389
3 O -0.263 0.779 0.113
4 O -1.357 -0.967 1.134
5 O 1.877 0.560 -1.781
6 H -0.504 -1.092 -0.646
7 H 0.616 -0.904 0.676
8 H 0.232 0.986 0.925
9 H -2.085 -0.407 0.665

Which one is the most stable? From the structures above, version Q.